Entry 1:
A molecular structure, C33H25N5O4ReS at a distorted geometry, computed with the ωB97M-V functional and the def2-TZVPD basis.

Calculated values
Charge   0
Spin multiplicity   4
⟨S²⟩   3.783
ΔE to the lowest compared entry with this formula, charge and spin   16.16 kcal/mol

Last column: Mulliken charge in e.
Geometry (Å):
Re1 -0.327 -0.555 -0.260  0.114
O1 1.019 4.657 -0.304  -0.412
C1 1.059 4.723 1.042  0.712
C2 1.125 5.947 1.703  -0.832
C3 1.167 6.005 3.082  -0.533
C4 1.146 4.839 3.831  -0.838
C5 1.077 3.621 3.188  -0.287
C6 1.033 3.539 1.798  0.151
C7 0.963 2.223 1.135  0.703
O2 0.811 2.066 -0.071  -0.395
N1 1.151 1.172 1.991  -1.503
N2 1.005 -0.001 1.485  0.810
C8 1.494 -1.058 2.077  -0.857
C9 1.424 -2.295 1.382  1.190
C10 1.996 -3.474 1.883  -1.177
C11 2.048 -4.593 1.086  -0.208
C12 1.541 -4.516 -0.211  -1.105
C13 0.949 -3.342 -0.626  -0.163
N3 0.857 -2.257 0.144  0.259
H1 1.099 5.541 -0.687  0.311
H2 1.133 6.860 1.120  0.318
H3 1.208 6.964 3.576  0.388
H4 1.178 4.884 4.908  0.392
H5 1.051 2.701 3.747  0.444
H6 2.027 -0.959 3.016  0.433
H7 2.398 -3.469 2.884  0.443
H8 2.493 -5.505 1.451  0.448
H9 1.607 -5.354 -0.886  0.423
H10 0.529 -3.239 -1.618  0.923
O3 0.517 0.138 -1.900  -0.567
C14 0.186 1.163 -2.609  0.453
C15 0.929 1.422 -3.783  -0.635
C16 0.667 2.495 -4.598  -0.482
C17 -0.376 3.368 -4.289  -0.776
C18 -1.136 3.136 -3.169  -0.981
C19 -0.896 2.058 -2.300  1.252
C20 -1.733 1.941 -1.153  -0.243
N4 -1.689 0.987 -0.268  1.264
N5 -2.592 1.008 0.736  -1.217
C21 -2.498 -0.036 1.523  0.189
O4 -1.606 -0.951 1.335  -0.274
C22 -3.463 -0.215 2.614  0.495
C23 -4.289 0.820 3.041  -0.312
C24 -5.177 0.602 4.077  -0.681
C25 -5.248 -0.640 4.689  -0.363
C26 -4.444 -1.679 4.249  -0.933
C27 -3.549 -1.467 3.219  -0.248
H11 1.729 0.733 -4.003  0.466
H12 1.267 2.662 -5.480  0.408
H13 -0.578 4.219 -4.923  0.407
H14 -1.953 3.802 -2.933  0.398
H15 -2.484 2.713 -0.995  0.361
H16 -4.215 1.778 2.553  0.477
H17 -5.816 1.405 4.415  0.393
H18 -5.927 -0.795 5.514  0.403
H19 -4.504 -2.652 4.712  0.407
H20 -2.904 -2.253 2.858  0.549
S1 -1.756 -1.775 -1.872  -0.442
C28 -2.634 -3.010 -0.968  0.474
C29 -2.223 -4.339 -1.015  -0.402
C30 -2.971 -5.319 -0.392  -0.662
C31 -4.144 -4.990 0.268  -0.542
C32 -4.555 -3.667 0.315  -0.557
C33 -3.807 -2.679 -0.297  -0.354
H21 -1.324 -4.605 -1.549  0.452
H22 -2.640 -6.347 -0.435  0.389
H23 -4.736 -5.763 0.736  0.397
H24 -5.470 -3.398 0.825  0.450
H25 -4.135 -1.650 -0.270  0.434

---

Entry 2:
A molecular structure, C3H10OS2 at a distorted geometry, computed with the ωB97M-V functional and the def2-TZVPD basis.

Calculated values
Charge   -1
Spin multiplicity   2
⟨S²⟩   0.755
ΔE to the lowest compared entry with this formula, charge and spin   6.61 kcal/mol

Last column: Mulliken charge in e.
Geometry (Å):
C1 -1.068 -2.460 1.496  -0.961
C2 -0.013 -1.353 1.787  -0.450
S1 -0.466 0.289 1.213  -0.371
S2 0.173 -0.324 -1.284  -0.467
C3 1.746 0.362 -1.005  -0.947
H1 -0.798 -3.404 1.969  0.334
H2 -1.066 -2.563 0.408  0.216
H3 -2.065 -2.074 1.724  0.276
H4 0.206 -1.211 2.849  0.311
H5 0.883 -1.773 1.308  0.182
H6 2.415 -0.371 -0.529  0.290
H7 2.241 0.557 -1.968  0.318
H8 1.951 1.295 -0.472  0.311
H9 0.120 3.206 -1.057  0.306
H10 -0.355 2.114 -1.915  0.301
O1 -0.421 3.087 -1.818  -0.650

---

Entry 3:
4 unconnected molecules or ions with the total composition C15H33BrO6 at a distorted geometry, computed with the ωB97M-V functional and the def2-TZVPD basis.

Calculated values
Charge   0
SMILES   C=COC(=O)OBr.CCOCC.CCOCC.CCOCC
E   -98413.135 eV

Last column: Mulliken charge in e.
Geometry (Å):
C1 2.666 -1.773 0.183  -0.561
C2 1.639 -2.424 -0.357  -0.056
O1 0.675 -3.024 0.463  -0.307
C3 -0.512 -2.407 0.526  0.646
O2 -1.355 -2.768 1.280  -0.479
O3 -0.712 -1.391 -0.373  -0.331
Br1 -0.256 0.227 0.355  0.213
H1 3.136 -0.941 -0.320  0.257
H2 3.054 -2.100 1.141  0.265
H3 1.593 -2.580 -1.427  0.320
C4 4.893 2.812 2.685  -1.210
C5 4.051 2.944 1.426  -0.295
O4 2.717 2.498 1.583  -0.276
C6 1.938 3.198 2.536  -0.325
C7 1.747 4.670 2.212  -1.005
H4 4.819 1.802 3.089  0.291
H5 5.938 3.029 2.463  0.415
H6 4.569 3.505 3.463  0.274
H7 4.475 2.317 0.641  0.361
H8 4.072 3.974 1.053  0.296
H9 2.357 3.074 3.541  0.337
H10 0.967 2.700 2.540  0.295
H11 2.679 5.230 2.306  0.283
H12 1.023 5.115 2.894  0.411
H13 1.389 4.792 1.188  0.170
C8 -3.346 -5.735 0.575  -0.977
C9 -4.265 -4.569 0.251  -0.222
O5 -5.601 -4.960 -0.026  -0.444
C10 -6.282 -5.599 1.035  -0.300
C11 -6.447 -4.730 2.272  -1.023
H14 -3.421 -6.508 -0.192  0.311
H15 -2.313 -5.395 0.637  0.316
H16 -3.601 -6.194 1.532  0.246
H17 -3.909 -4.073 -0.652  0.294
H18 -4.241 -3.821 1.049  0.269
H19 -5.795 -6.546 1.293  0.276
H20 -7.266 -5.851 0.637  0.330
H21 -5.492 -4.545 2.766  0.258
H22 -7.103 -5.219 2.992  0.387
H23 -6.874 -3.763 2.003  0.281
C12 0.277 4.394 -2.570  -1.221
C13 1.421 3.456 -2.219  0.217
O6 1.180 2.107 -2.566  -0.272
C14 0.995 1.839 -3.943  -0.388
C15 2.204 2.174 -4.801  -1.051
H24 -0.666 4.008 -2.179  0.290
H25 0.457 5.383 -2.147  0.412
H26 0.164 4.512 -3.649  0.344
H27 1.569 3.453 -1.138  -0.214
H28 2.359 3.807 -2.664  0.300
H29 0.101 2.350 -4.319  0.315
H30 0.793 0.770 -4.005  0.327
H31 2.376 3.250 -4.856  0.263
H32 2.057 1.811 -5.818  0.397
H33 3.104 1.716 -4.388  0.289

---

Entry 4:
CH2FNO2 in the gas phase at a distorted geometry, computed with the ωB97M-V functional and the def2-TZVPD basis.

Calculated values
Charge   0
SMILES   NOC(=O)F
ΔE to the lowest compared entry with this formula, charge and spin   0.24 kcal/mol

Last column: Mulliken charge in e.
Geometry (Å):
C1 1.127 -0.214 0.067  0.644
N1 -1.304 -0.145 -0.176  -0.402
O1 2.117 -0.773 0.185  -0.351
O2 -0.068 -0.812 -0.144  -0.219
F1 1.049 1.165 0.079  -0.213
H1 -1.284 0.613 -0.834  0.266
H2 -1.637 0.166 0.823  0.275

---

Entry 5:
A molecular structure, C32H43F3FeN4O2SSi3 at a distorted geometry, computed with the ωB97M-V functional and the def2-TZVPD basis.

Calculated values
Charge   +1
Spin multiplicity   6
⟨S²⟩   8.767
ΔE to the lowest compared entry with this formula, charge and spin   23.77 kcal/mol

Last column: Mulliken charge in e.
Geometry (Å):
Fe1 -0.367 0.551 0.430  2.361
F1 0.248 3.126 6.229  -0.280
C1 0.250 3.258 4.884  0.526
F2 -0.971 3.672 4.521  -0.207
F3 1.126 4.238 4.581  -0.257
C2 0.667 1.960 4.242  0.300
C3 1.546 1.157 4.949  -0.442
C4 1.968 -0.045 4.412  -1.427
C5 1.507 -0.386 3.160  -0.546
N1 0.696 0.390 2.431  0.374
C6 0.255 1.565 2.960  0.342
S1 -0.860 2.400 1.951  -0.756
H1 1.876 1.468 5.933  0.528
H2 2.643 -0.700 4.947  0.478
H3 1.801 -1.321 2.719  0.519
O1 -4.442 -4.698 3.313  -0.502
C7 -3.577 -3.957 4.154  -0.652
C8 -2.896 -2.892 3.344  0.248
C9 -2.215 -1.852 3.957  -1.322
C10 -1.589 -0.906 3.170  -0.528
N2 -1.591 -0.941 1.835  0.229
C11 -2.280 -1.921 1.244  0.132
C12 -2.943 -2.904 1.959  -0.480
C13 -2.373 -1.852 -0.234  0.290
C14 -2.781 -2.933 -0.993  -0.424
C15 -2.951 -2.790 -2.365  0.526
C16 -3.382 -3.973 -3.200  -0.892
O2 -2.870 -5.201 -2.715  -0.501
C17 -2.729 -1.539 -2.915  -1.216
C18 -2.280 -0.522 -2.093  -0.777
N3 -2.071 -0.667 -0.784  0.110
H4 -4.909 -5.356 3.836  0.317
H5 -2.807 -4.598 4.591  0.322
H6 -4.117 -3.486 4.978  0.368
H7 -2.177 -1.763 5.037  0.510
H8 -1.084 -0.073 3.635  0.432
H9 -3.529 -3.666 1.467  0.582
H10 -2.959 -3.902 -0.543  0.567
H11 -3.125 -3.805 -4.246  0.432
H12 -4.466 -4.060 -3.141  0.289
H13 -1.937 -5.271 -2.933  0.312
H14 -2.884 -1.355 -3.973  0.465
H15 -2.075 0.458 -2.508  0.763
C19 3.545 1.945 1.425  -0.868
Si1 2.809 2.103 -0.290  -0.031
C20 1.890 3.729 -0.288  -0.834
C21 4.343 2.108 -1.384  -1.136
C22 1.710 0.760 -1.065  0.977
Si2 2.324 -1.019 -1.154  -0.175
C23 3.268 -1.730 0.291  -1.077
C24 0.879 -2.216 -1.296  -0.684
C25 3.430 -1.178 -2.654  -0.998
Si3 0.917 1.355 -2.640  -0.721
C26 0.390 0.082 -3.912  -1.069
C27 2.000 2.522 -3.623  -1.189
C28 -0.666 2.290 -2.202  -0.089
C29 -1.284 3.120 -3.135  -0.708
C30 -2.500 3.714 -2.835  -0.656
C31 -3.075 3.474 -1.595  -1.170
C32 -2.408 2.656 -0.706  -0.444
N4 -1.238 2.077 -0.998  1.570
H16 4.453 2.558 1.425  0.511
H17 3.839 0.931 1.709  0.219
H18 2.881 2.340 2.201  0.122
H19 2.475 4.495 0.233  0.524
H20 0.939 3.622 0.241  0.124
H21 1.669 4.104 -1.298  0.271
H22 4.844 3.081 -1.315  0.400
H23 4.137 1.903 -2.441  0.252
H24 5.041 1.341 -1.022  0.315
H25 2.570 -2.116 1.034  0.197
H26 3.958 -1.028 0.771  0.282
H27 3.859 -2.582 -0.068  0.458
H28 0.289 -2.207 -0.370  0.024
H29 1.268 -3.236 -1.415  0.605
H30 0.206 -2.009 -2.136  -0.036
H31 4.348 -0.590 -2.525  0.292
H32 2.942 -0.842 -3.576  0.270
H33 3.716 -2.229 -2.784  0.463
H34 1.262 -0.399 -4.371  0.477
H35 -0.159 0.599 -4.707  0.335
H36 -0.255 -0.710 -3.523  0.118
H37 2.861 1.983 -4.040  0.355
H38 2.384 3.356 -3.027  0.358
H39 1.438 2.936 -4.466  0.494
H40 -0.814 3.288 -4.100  0.379
H41 -2.996 4.350 -3.557  0.448
H42 -4.023 3.915 -1.318  0.476
H43 -2.815 2.452 0.279  0.455

---

Entry 6:
A molecular structure, C44H33AsN4O7Pb, computed with the ωB97M-V functional and the def2-TZVPD basis.

Calculated values
Charge   0
ΔE to the lowest compared entry with this formula, charge and spin   0.00 kcal/mol

Last column: Mulliken charge in e.
Geometry (Å):
Pb1 0.388 -1.288 -0.443  1.496
O1 4.956 -2.601 -2.185  -0.574
C1 3.877 -2.100 -1.967  -0.281
N1 2.759 -2.813 -1.536  -0.325
C2 2.805 -3.599 -0.528  0.785
C3 3.938 -3.755 0.377  -0.527
C4 3.858 -4.581 1.424  -0.767
C5 2.682 -5.406 1.674  -0.575
C6 1.613 -5.358 0.879  -0.724
C7 1.557 -4.400 -0.224  0.990
N2 0.511 -4.155 -0.909  -0.221
C8 -0.676 -4.862 -0.716  -0.483
O2 -0.879 -5.939 -1.221  -0.612
C9 -1.715 -4.178 0.134  0.776
C10 -2.774 -4.943 0.590  -0.587
C11 -3.692 -4.353 1.447  -0.385
C12 -3.513 -3.031 1.805  -1.338
C13 -2.434 -2.328 1.285  -0.588
N3 -1.548 -2.892 0.464  0.549
C14 3.645 -0.628 -2.207  1.085
C15 4.735 0.229 -2.126  -0.856
C16 4.519 1.585 -2.307  -0.296
C17 3.234 2.025 -2.587  -0.570
C18 2.218 1.085 -2.671  -0.060
N4 2.411 -0.214 -2.477  -0.255
H1 4.831 -3.180 0.182  0.499
H2 4.688 -4.658 2.113  0.375
H3 2.689 -6.058 2.537  0.391
H4 0.737 -5.963 1.070  0.442
H5 -2.852 -5.974 0.277  0.539
H6 -4.526 -4.924 1.833  0.420
H7 -4.193 -2.530 2.481  0.584
H8 -2.259 -1.291 1.543  0.648
H9 5.717 -0.176 -1.924  0.456
H10 5.340 2.286 -2.236  0.429
H11 3.018 3.074 -2.736  0.455
H12 1.199 1.388 -2.892  0.382
O3 -0.845 -0.029 3.256  -0.760
C19 -0.158 0.194 2.275  -0.930
O4 -0.578 0.077 1.045  0.590
C20 1.280 0.692 2.446  0.439
C21 1.777 1.473 1.225  0.196
C22 3.029 2.280 1.570  -0.691
C23 4.105 1.168 1.651  -1.034
C24 3.267 -0.076 1.357  -0.182
O5 2.317 0.417 0.390  -0.067
C25 2.373 -0.426 2.563  0.367
C26 1.945 -1.887 2.456  -0.409
O6 2.268 -2.677 3.327  -0.752
O7 1.330 -2.241 1.365  0.068
H13 1.291 1.301 3.349  0.623
H14 1.005 2.004 0.683  -0.676
H15 3.252 2.996 0.778  0.390
H16 2.908 2.831 2.502  0.418
H17 4.868 1.299 0.883  0.330
H18 4.597 1.108 2.620  0.385
H19 3.810 -0.920 0.936  0.255
H20 2.919 -0.335 3.499  0.448
C27 -4.644 3.960 -4.670  -0.419
C28 -4.714 4.226 -3.307  -0.700
C29 -3.955 3.486 -2.415  -0.225
C30 -3.120 2.473 -2.880  0.202
C31 -3.054 2.210 -4.242  -0.283
C32 -3.816 2.953 -5.138  -0.652
As1 -2.019 1.415 -1.663  0.137
C33 -3.260 1.178 -0.195  0.345
C34 -4.320 0.289 -0.136  -0.746
C35 -5.056 0.182 1.037  -0.688
C36 -4.707 0.939 2.148  -0.923
C37 -3.641 1.826 2.092  -0.312
C38 -2.920 1.960 0.913  0.363
C39 -1.784 2.880 0.692  0.482
C40 -1.248 3.757 1.629  -0.295
C41 -0.208 4.604 1.268  -0.976
C42 0.305 4.583 -0.024  -0.772
C43 -0.203 3.686 -0.955  -0.574
C44 -1.238 2.837 -0.596  0.402
H21 -5.240 4.538 -5.365  0.382
H22 -5.363 5.012 -2.941  0.389
H23 -4.012 3.694 -1.353  0.267
H24 -2.410 1.420 -4.610  0.360
H25 -3.761 2.741 -6.198  0.381
H26 -4.576 -0.321 -0.995  0.429
H27 -5.895 -0.501 1.087  0.453
H28 -5.267 0.837 3.069  0.409
H29 -3.370 2.395 2.971  0.407
H30 -1.639 3.787 2.638  0.413
H31 0.202 5.290 1.999  0.431
H32 1.104 5.260 -0.300  0.416
H33 0.207 3.659 -1.959  0.608